The following is a quantum chemistry calculation of a molecular structure, C21H30CrF3O15S, from the Open Molecules 2025 dataset.

The geometry in XYZ format:
```
71
Properties=species:S:1:pos:R:3:lowdin_spin:R:1
Cr -0.52712 0.31971 -1.78742 2.998
C 2.47543 -0.08485 -4.30718 -0.001
C 1.08465 0.03304 -3.73113 0.010
O 0.43711 -0.94076 -3.23716 -0.031
O 0.70895 1.14494 -3.28286 -0.002
H 3.27164 0.29783 -3.67555 0.000
H 2.49769 0.66694 -5.10768 0.001
H 2.62719 -1.07101 -4.73405 0.000
C 1.06260 -0.40907 1.79330 -0.001
C 0.62693 -0.35658 0.37043 0.004
O 1.15026 0.41946 -0.49716 -0.044
O -0.38341 -0.96331 -0.04710 -0.024
H 0.51019 0.37910 2.31089 0.000
H 2.11392 -0.13418 1.88112 0.000
H 0.87687 -1.34889 2.30564 0.000
C -4.66496 0.20530 -0.36283 -0.001
F -5.73987 0.45198 0.39451 0.000
F -4.25610 -1.05272 -0.03543 0.000
F -5.00931 0.22983 -1.65042 0.000
S -3.27421 1.40990 0.14356 0.005
O -3.73060 2.70702 -0.29887 0.003
O -3.20959 1.11567 1.54464 0.003
O -2.08206 0.94389 -0.59950 0.030
O -0.29703 2.69017 -1.23857 0.026
C -0.14228 3.83593 -1.57056 0.004
O 0.89372 4.50351 -1.06981 0.002
C 0.92167 5.84305 -1.56082 0.000
C -0.40121 6.04169 -2.29161 0.000
C -0.88615 4.60806 -2.62044 0.000
H 1.79057 6.02641 -2.19429 0.000
H 0.96320 6.46600 -0.66653 0.000
H -0.42646 6.77783 -3.09646 0.000
H -1.08449 6.57486 -1.62078 0.000
H -0.58934 4.35005 -3.63386 0.000
H -1.93055 4.37441 -2.41906 0.000
O -0.12242 3.30034 5.95007 0.000
C -0.53079 2.20718 5.64876 0.000
O -1.53913 2.01998 4.79596 0.000
C -1.87630 0.63823 4.69476 0.000
C -1.44482 0.03321 6.04396 0.000
C -0.17519 0.86908 6.28874 0.000
H -1.22474 0.11380 3.98816 0.000
H -2.89522 0.47337 4.36604 0.000
H -1.22549 -1.03010 6.02143 0.000
H -2.12719 0.28529 6.85822 0.000
H 0.66405 0.44531 5.72376 0.000
H 0.21334 1.06334 7.28503 0.000
O -2.16069 -1.16816 -2.05204 0.011
C -2.29065 -2.29887 -2.41655 0.005
O -1.47826 -2.89089 -3.31915 0.002
C -2.00507 -4.18549 -3.65328 0.000
C -3.41548 -4.20950 -3.19025 0.000
C -3.36394 -3.29957 -1.96568 0.000
H -1.36384 -4.92475 -3.15803 0.000
H -1.83061 -4.38315 -4.71193 0.000
H -3.71599 -5.23291 -2.96982 0.000
H -4.04756 -3.79194 -3.97462 0.000
H -3.08945 -3.76578 -1.02190 0.000
H -4.35360 -2.86205 -1.85763 0.000
O 6.32669 -5.00795 0.56000 0.000
C 5.63743 -4.04844 0.76493 0.000
O 4.30629 -4.08956 0.73622 0.000
C 3.79290 -2.74851 0.81326 0.000
C 4.78962 -1.98358 1.67814 0.000
C 6.07425 -2.62295 1.11480 0.000
H 2.82958 -2.78580 1.32604 0.000
H 3.58971 -2.34900 -0.17896 0.000
H 4.64345 -2.11261 2.74875 0.000
H 4.74713 -0.90545 1.52379 0.000
H 6.83352 -2.70763 1.89319 0.000
H 6.45066 -2.09970 0.23892 0.000
```

Summary:
2S+1: 4
expectation value of S²: 3.802
DFT total energy: -100387.097 eV

---

The following is a quantum chemistry calculation of a molecular structure, C24H36AlBClF3N2O10, from the Open Molecules 2025 dataset.

The geometry in XYZ format:
```
78
Properties=species:S:1:pos:R:3:lowdin_charge:R:1
C 3.60952 0.36577 1.64436 -0.017
C 3.42704 1.83374 1.18817 -0.346
O 2.57806 2.49163 2.12451 -0.185
C 2.80244 1.90032 -0.24125 -0.075
C 1.37983 2.39469 -0.19445 -0.127
C 1.08919 3.68363 -0.13769 0.093
C -0.31700 4.16439 -0.07745 -0.269
O -0.63651 5.30389 -0.35933 0.154
C -1.32136 3.13325 0.39039 0.001
C -2.52991 3.50862 0.91072 -0.246
O -2.85733 4.82589 1.02418 0.091
C -3.44366 2.57141 1.32086 0.020
C -3.17142 1.24747 1.26762 -0.024
C -1.94729 0.84945 0.77563 -0.184
C -1.67313 -0.64464 0.80187 -0.094
B -0.82873 -0.90930 2.15851 -0.636
O -1.58534 -0.94658 3.31965 0.141
O 0.53350 -1.05876 2.15536 0.176
C -1.03891 1.77479 0.33307 -0.036
C 0.29730 1.36923 -0.23256 -0.239
O 0.50372 0.27371 -0.73110 0.092
H 4.63409 0.03813 1.48872 0.093
H 2.87022 -0.29431 1.19633 0.069
H 3.43782 0.35004 2.72195 0.043
H 4.39809 2.32548 1.13894 0.149
H 3.12564 2.93858 2.79423 -0.012
H 3.40369 2.50016 -0.91116 0.111
H 2.85839 0.88543 -0.62468 0.102
H 1.90787 4.39171 -0.10998 0.150
H -3.12674 4.97497 1.93824 0.134
H -4.39329 2.88861 1.73093 0.141
H -3.88293 0.51309 1.61664 0.131
H -2.61979 -1.19558 0.84177 0.079
H -1.14615 -0.97573 -0.09751 0.029
H -1.80862 -0.02753 3.52642 0.129
H 0.92309 -0.18025 2.28010 0.103
C -5.21432 -2.51781 4.54241 -0.367
O -6.42003 -2.52689 4.66604 0.025
N -4.41596 -3.60049 4.62365 -0.200
C -2.98132 -3.49830 4.45147 -0.057
C -5.01895 -4.89868 4.88905 -0.034
H -4.65303 -1.58565 4.33960 0.127
H -2.67188 -4.11623 3.60043 0.084
H -2.46894 -3.84706 5.34973 0.101
H -2.70486 -2.46153 4.26208 0.049
H -5.73834 -5.13889 4.10509 0.091
H -5.54902 -4.87131 5.84063 0.099
H -4.24823 -5.66429 4.92440 0.087
Cl 2.45804 2.12007 4.52039 0.180
C -2.44671 -2.72989 -3.86996 0.055
C -2.93490 -1.83350 -2.80050 -0.317
O -2.69809 -1.88123 -1.60241 -0.102
N -3.82013 -0.67781 -3.12984 0.115
C -4.33921 -0.49894 -4.52803 0.053
H -1.85487 -3.53534 -3.44099 0.070
H -3.29126 -3.16749 -4.41043 0.132
H -1.81931 -2.16384 -4.56694 0.143
H -3.29133 0.14810 -2.79814 0.215
H -4.56762 -0.72247 -2.41872 0.212
H -3.50712 -0.24760 -5.17985 0.121
H -5.05976 0.31476 -4.51199 0.125
H -4.82705 -1.41574 -4.84600 0.115
C 4.62434 -0.38712 -3.92972 -0.068
C 6.08291 -0.82533 -3.89423 -0.222
O 7.02126 0.24199 -3.95868 -0.043
C 7.36515 0.95410 -2.79422 -0.405
O 7.69321 0.22737 -1.78159 0.154
C 6.27206 2.01644 -2.36430 -0.542
F 5.72277 2.58875 -3.43608 0.181
F 6.83452 2.98731 -1.65177 0.186
F 5.28591 1.49385 -1.62905 0.143
H 4.47974 0.43401 -4.63173 0.084
H 3.99597 -1.22725 -4.23096 0.076
H 4.27443 -0.06211 -2.95237 0.051
H 6.27257 -1.40955 -4.79495 0.126
H 6.28598 -1.49197 -3.05301 0.123
H 8.16478 1.63328 -3.18818 0.223
Al -1.74275 -3.42115 -0.69235 1.070
```

Summary:
energy above the lowest of the compared OMol25 structures with the same formula, charge and spin: 35.7 kcal/mol
charge: +2
DFT total energy: -76851.919 eV

---

The following is a quantum chemistry calculation of a molecular structure, C3H7N3, from the Open Molecules 2025 dataset.

The geometry in XYZ format:
```
13
Properties=species:S:1:pos:R:3:nbo_charge:R:1
C 1.46451 1.20115 -0.00050 -0.679
C 0.91553 -0.10647 0.13009 0.344
C -2.44134 -0.02388 -0.01007 -0.128
H 2.72241 0.88563 -0.63373 0.270
H 0.96241 2.19864 -0.72833 0.255
H 1.63167 1.74462 1.11999 0.258
H 0.99594 -1.92606 0.61450 0.302
H -0.69262 -1.36173 -0.45289 0.371
H -3.56798 0.50555 0.61199 0.218
H -2.49577 -1.19350 -0.15002 0.138
N 1.67682 -1.19024 0.04845 -0.703
N -0.26373 -0.35326 -0.25009 -0.409
N -1.29713 0.50380 0.04469 -0.236
```

Summary:
energy above the lowest of the compared OMol25 structures with the same formula, charge and spin: 157.6 kcal/mol
DFT total energy: -7687.845 eV

---

The following is a quantum chemistry calculation of C4H9NO in the gas phase, from the Open Molecules 2025 dataset.

The geometry in XYZ format:
```
15
Properties=species:S:1:pos:R:3:nbo_charge:R:1
C -1.19556 1.27323 1.65879 -0.621
C -0.27918 0.13114 1.27210 -0.537
C 0.23604 0.06149 0.01656 0.529
O 0.96153 1.14020 -0.37894 -0.684
N 0.10584 -0.95524 -0.85829 -0.591
C 0.94804 -1.25257 -1.99769 -0.412
H -2.23089 0.90347 1.56616 0.197
H -1.05487 1.57894 2.69368 0.202
H -1.10391 2.15093 1.00249 0.206
H 1.05679 1.44990 0.53376 0.501
H -0.47183 -0.78441 1.79378 0.196
H -0.57907 -1.64686 -0.59498 0.399
H 0.35666 -1.22250 -2.91596 0.197
H 1.74453 -0.50835 -2.07441 0.226
H 1.38487 -2.24296 -1.87039 0.193
```

Summary:
energy above the lowest of the compared OMol25 structures with the same formula, charge and spin: 53.5 kcal/mol
DFT total energy: -7830.001 eV
SMILES string: C/C=C(\O)NC

---

The following is a quantum chemistry calculation of a molecular structure, C16H58B4N2O5Zn, from the Open Molecules 2025 dataset.

The geometry in XYZ format:
```
86
Properties=species:S:1:pos:R:3:lowdin_charge:R:1
Zn 23.15469 26.45788 -30.59609 1.097
B 20.32998 26.47943 -31.47169 -0.418
H 21.00730 26.52032 -32.31062 -0.087
H 19.31463 26.53002 -31.83327 -0.079
H 20.49163 25.57555 -30.90503 -0.091
H 20.43286 27.35907 -30.85533 -0.097
B 24.03459 23.71197 -31.17500 -0.411
H 24.69922 24.33007 -30.59151 -0.096
H 23.65554 24.25810 -32.02489 -0.090
H 24.58691 22.86930 -31.56114 -0.075
H 23.21657 23.42964 -30.53051 -0.090
B 24.44088 28.80750 -32.18075 -0.411
H 24.44594 29.27732 -33.15208 -0.079
H 23.49916 28.83785 -31.65493 -0.098
H 24.58358 27.75845 -32.38900 -0.107
H 25.20283 29.26225 -31.56684 -0.087
B 23.70447 27.24461 -27.88597 -0.416
H 23.23397 28.13430 -28.27498 -0.089
H 23.08849 26.38882 -28.11498 -0.090
H 24.65090 27.11441 -28.38753 -0.087
H 23.88538 27.44685 -26.84165 -0.078
C 16.33558 29.68937 -30.73411 -0.162
O 17.18080 30.74003 -30.43888 -0.149
C 17.55518 30.79283 -29.04403 -0.211
C 18.48012 31.91458 -28.69504 -0.215
N 19.78854 31.69559 -29.33356 -0.034
C 20.77026 32.72798 -29.04380 -0.217
C 20.50375 34.03451 -29.70820 -0.279
O 20.51839 33.85499 -31.10442 -0.181
C 20.15273 35.11695 -31.84145 -0.059
H 15.44076 29.58279 -30.12089 0.069
H 16.76132 28.68824 -30.66646 0.092
H 15.85820 29.76514 -31.71108 0.082
H 18.09051 29.89423 -28.73735 0.126
H 16.65358 30.85688 -28.43485 0.114
H 18.57306 31.95840 -27.60989 0.114
H 18.14274 32.86424 -29.11026 0.108
H 20.07005 30.75452 -29.09855 0.118
H 21.78542 32.48214 -29.35540 0.132
H 20.82725 32.93712 -27.97557 0.109
H 21.27121 34.74433 -29.39957 0.122
H 19.47211 34.31705 -29.49844 0.099
H 20.95337 35.85641 -31.85788 0.072
H 19.20469 35.51953 -31.48473 0.072
H 20.00545 34.76045 -32.86092 0.078
C 16.52632 25.76409 -21.14308 -0.079
C 17.50700 24.93283 -21.93813 -0.504
C 18.71733 25.79398 -22.27405 -0.191
O 19.60926 24.99839 -23.09215 -0.205
C 19.19321 24.89930 -24.45426 -0.090
N 17.94927 23.80446 -21.22104 0.050
H 16.81673 26.07851 -20.14063 0.075
H 15.65335 25.12328 -21.01891 0.074
H 16.24162 26.67118 -21.67620 0.076
H 16.91656 24.66204 -22.81344 0.133
H 19.34140 26.09451 -21.43242 0.129
H 18.41120 26.73368 -22.73380 0.120
H 19.92400 24.36835 -25.06428 0.094
H 19.31511 25.90440 -24.85803 0.090
H 18.18360 24.51075 -24.58771 0.079
H 18.52220 23.26249 -21.85201 0.076
H 18.65552 24.26024 -20.66106 0.072
C 29.13489 27.28023 -31.92649 -0.072
C 29.38832 28.52514 -32.74096 -0.444
C 30.87081 28.51250 -33.15987 -0.071
O 28.47070 28.40444 -33.87777 -0.071
H 29.75048 26.42182 -32.19536 0.072
H 28.10776 26.93398 -32.04139 0.084
H 29.26941 27.42730 -30.85486 0.078
H 29.12114 29.45255 -32.23437 0.132
H 31.16325 27.54630 -33.57102 0.069
H 31.63818 28.78757 -32.43628 0.072
H 30.90606 29.22261 -33.98607 0.066
H 27.59446 28.23850 -33.52244 0.075
C 27.08695 30.48848 -26.12227 -0.079
C 26.03780 30.78624 -25.11327 -0.481
C 26.40698 32.13673 -24.42765 -0.057
O 24.82996 31.10252 -25.81722 -0.077
H 27.32653 31.32438 -26.77952 0.089
H 26.85773 29.63057 -26.75437 0.089
H 27.96862 30.14819 -25.57917 0.075
H 25.70603 29.91546 -24.54778 0.139
H 25.60632 32.67583 -23.92128 0.071
H 26.45320 32.84784 -25.25244 0.069
H 27.40409 31.96817 -24.02088 0.072
H 24.52120 30.27266 -26.18815 0.082
```

Summary:
energy above the lowest of the compared OMol25 structures with the same formula, charge and spin: 0.0 kcal/mol
charge: -2
DFT total energy: -81858.949 eV

---

- Which of these has the lowest DFT total energy?
  C21H30CrF3O15S

---

- The highest DFT total energy belongs to which entry?
  C3H7N3